52
Properties=species:S:1:pos:R:3:mulliken_spin:R:1 method="wB97M-V/def2-TZVPD" largest_force_ha_per_bohr=0.0895 multiplicity=3 total_charge=+2 lumo_ev="-8.80 / -7.71" total_energy_ha=-3153.927812 mol_weight_da=469.6
V 0.281 1.593 -0.639 2.214
C 3.304 2.484 -1.111 0.012
C 2.804 3.523 -0.149 0.007
S 0.998 3.739 -0.081 -0.034
C 0.650 3.890 1.691 0.014
C 0.691 2.575 2.502 0.006
S 0.235 1.073 1.504 -0.032
C 1.552 -0.277 1.351 0.018
C 2.713 -0.244 0.352 -0.001
S 2.452 0.817 -1.150 -0.047
H 3.136 2.862 -2.159 0.000
H 4.406 2.243 -1.031 -0.002
H 3.201 3.285 0.857 0.000
H 3.135 4.493 -0.553 0.000
H 1.333 4.661 2.104 0.000
H -0.372 4.336 1.732 -0.001
H 1.714 2.438 2.867 -0.003
H -0.031 2.670 3.330 0.000
H 2.028 -0.404 2.330 0.003
H 0.951 -1.171 1.098 -0.002
H 3.649 0.051 0.865 -0.002
H 2.720 -1.223 -0.130 0.003
C -3.010 -1.423 -0.727 -0.007
C -2.088 -0.228 -0.812 0.077
N -0.732 -0.364 -1.073 -0.149
N -0.364 -1.617 -0.775 -0.143
C 0.688 -2.250 -1.297 -0.005
O 1.624 -1.783 -1.945 -0.057
C 0.534 -3.696 -0.964 0.002
C 1.672 -4.445 -0.671 -0.002
C 1.573 -5.683 -0.057 0.002
C 0.329 -6.266 0.143 -0.005
C -0.812 -5.615 -0.302 0.001
C -0.718 -4.343 -0.862 -0.006
C -2.573 1.064 -0.542 0.042
C -3.770 1.400 0.144 0.028
C -4.110 2.734 0.351 -0.002
C -3.359 3.757 -0.230 0.016
C -2.293 3.366 -1.026 0.018
N -1.798 2.099 -1.049 0.018
H -2.532 -2.242 -1.305 0.002
H -3.970 -1.176 -1.189 0.003
H -3.151 -1.747 0.286 0.008
H 2.641 -4.058 -0.950 0.000
H 2.501 -6.127 0.274 0.000
H 0.314 -7.215 0.628 0.000
H -1.776 -6.128 -0.210 0.000
H -1.627 -3.894 -1.236 0.003
H -4.419 0.620 0.513 0.005
H -4.958 2.947 0.971 0.000
H -3.602 4.783 -0.015 0.001
H -1.765 4.118 -1.650 0.001